1.
A molecular structure, C10H10Cl2CoI2InO6S at a distorted geometry. Source: the Open Molecules 2025 dataset; level of theory: ωB97M-V with the def2-TZVPD basis set.

```
! RIJCOSX wB97M-V def2-TZVPD def2/J DEFGRID3
* xyz 4 5
I 1.37237 -3.81735 0.51745
I 1.32742 3.53240 0.64645
Co -0.10772 1.61434 0.72843
In 0.39908 -1.40882 0.94498
S 1.10509 0.30233 -0.73271
C -1.90616 -2.00337 -0.64558
C -1.43719 -2.02300 2.68873
C 0.56084 0.04758 -2.57554
C 1.39134 1.12045 -3.28458
C -0.93389 0.28112 -2.77465
C 0.94801 -1.34780 -3.06068
C -0.93439 2.06734 2.29301
C -1.52520 2.05001 -0.19906
O -2.05716 -2.80668 3.26447
O -2.70665 -2.48142 -1.29295
O -1.58909 2.64599 3.02790
O -2.40656 2.54297 -0.76885
H 1.14783 1.18609 -4.35371
H 2.45738 0.89248 -3.17626
H 1.20364 2.09995 -2.82916
H -1.28390 -0.31233 -3.63754
H -1.12911 1.33787 -2.99683
H -1.53942 -0.02436 -1.91298
H 0.72030 -1.41859 -4.13806
H 0.39416 -2.15154 -2.56139
H 2.01846 -1.53654 -2.92884
Cl 0.91732 1.85135 4.95214
C 0.42432 0.16162 4.81091
Cl -1.35806 -0.03173 4.61712
C 1.12930 -0.48748 3.54563
O 1.63410 -1.59090 3.73950
O 1.04673 0.11832 2.38750
H 0.71681 -0.41033 5.70514
*
```

The calculation puts the LUMO energy (alpha / beta) at -17.1 / -19.0 eV. The energy above the lowest of the compared OMol25 structures with the same formula, charge and spin is 0.0 kcal/mol. The expectation value of S² is 6.058. The calculation puts the HOMO energy (alpha / beta) at -22.4 / -22.4 eV. As for the frontier orbital gap (alpha / beta): 5.3 / 3.4 eV. The calculation puts the maximum force at 7.9 eV Å⁻¹.

---

2.
C10H10Cl2O in the gas phase at a distorted geometry. Source: the Open Molecules 2025 dataset; level of theory: ωB97M-V with the def2-TZVPD basis set.

```
! RIJCOSX wB97M-V def2-TZVPD def2/J DEFGRID3
* xyz 0 1
Cl 0.84043 -2.04733 0.79269
C 1.58702 -0.36196 0.90757
C 2.86656 -0.37830 0.16461
C 2.69443 0.24389 -1.14609
O 1.23510 0.36942 -1.32252
C 0.72694 0.54989 -0.03776
Cl 1.26411 2.17022 0.56617
C -0.76740 0.37784 -0.10968
C -1.48524 0.68956 1.07553
C -2.78262 0.36813 1.15501
C -3.49636 -0.32006 0.11853
C -2.78672 -0.58838 -1.02350
C -1.40295 -0.28849 -1.16600
H 1.65841 -0.17860 2.00010
H 3.27492 -1.29046 0.21481
H 3.56722 0.19773 0.82841
H 3.12877 1.18909 -1.02618
H 3.09800 -0.32071 -1.96400
H -0.99346 1.29475 1.89919
H -3.53034 0.65627 1.92454
H -4.59942 -0.48485 0.13142
H -3.24178 -1.15010 -1.86642
H -0.85561 -0.69754 -2.11644
*
```

The calculation puts the LUMO energy at 0.7 eV. The energy above the lowest of the compared OMol25 structures with the same formula, charge and spin is 0.0 kcal/mol. The calculation puts the HOMO energy at -9.3 eV. As for the frontier orbital gap: 10.0 eV. The calculation puts the maximum force at 4.6 eV Å⁻¹. Its SMILES is Cl[C@H]1CCO[C@@]1(Cl)c1ccccc1.

---

3.
A molecular structure, C10H10Cl3CuNO2 at a distorted geometry. Source: the Open Molecules 2025 dataset; level of theory: ωB97M-V with the def2-TZVPD basis set.

```
! RIJCOSX wB97M-V def2-TZVPD def2/J DEFGRID3
* xyz -2 2
C 0.89934 -1.26161 -1.78610
C -0.51821 -1.25158 -2.09819
C -1.18466 -1.87737 -1.00250
C -0.20045 -2.35863 -0.04819
C 1.09221 -2.00894 -0.55024
Cu 0.12766 -0.14834 0.10030
C -1.39445 1.68068 -0.82057
C 0.04684 1.82255 -0.95377
C 0.55434 2.49274 -2.07789
N 1.32640 1.24739 -0.45042
H -2.28183 -1.90427 -0.84445
H -1.00386 -0.60206 -2.90186
H -0.42180 -2.87412 0.90137
H 2.06884 -2.08320 -0.00865
H 1.71380 -0.75405 -2.37201
H -2.05664 1.03008 -1.46553
H 1.88111 1.49960 0.43728
H -1.85850 2.06476 0.09993
H -0.01644 3.08244 -2.82927
H 1.59956 2.29318 -2.23067
Cl 0.10143 -1.44750 5.27629
C -0.55139 -0.28411 4.23543
Cl -2.32923 -0.17476 4.41566
Cl 0.20074 1.33030 4.50661
C -0.04973 -0.60929 2.74304
O 0.76804 -1.50028 2.56744
O -0.75071 0.09127 1.92016
*
```

The calculation puts the LUMO energy (alpha / beta) at 4.7 / 4.7 eV. The expectation value of S² is 0.764. The calculation puts the HOMO energy (alpha / beta) at 1.0 / 1.4 eV. As for the frontier orbital gap (alpha / beta): 3.7 / 3.3 eV. The calculation puts the maximum force at 6.2 eV Å⁻¹.

---

4.
A molecular structure, C10H10Cl3NO2Pt at a distorted geometry. Source: the Open Molecules 2025 dataset; level of theory: ωB97M-V with the def2-TZVPD basis set.

```
! RIJCOSX wB97M-V def2-TZVPD def2/J DEFGRID3
* xyz -2 3
C -1.22096 -0.45373 -2.27572
C -0.36189 -1.46697 -1.70840
C 0.94595 -0.88480 -1.53478
C 0.90292 0.47772 -2.02632
C -0.41914 0.72276 -2.53701
Pt -0.49809 0.25043 -0.17281
C -0.69325 -1.32996 1.47671
C -1.83684 -1.07856 0.74608
C -3.15165 -1.28960 0.63838
N -1.76315 1.64434 -0.41685
H 1.82392 -1.39632 -1.16342
H -0.65219 -2.47696 -1.42417
H 1.74310 1.16150 -2.09879
H -0.74760 1.65472 -3.00113
H -2.27089 -0.57614 -2.53830
H -0.04735 -2.18678 1.26738
H -2.56426 1.90526 0.20373
H -0.59401 -0.82666 2.43942
H -3.62821 -2.06400 1.24872
H -3.74990 -0.66317 -0.02093
Cl 4.76489 1.35249 1.91480
C 3.04393 1.44126 2.30145
Cl 2.66185 0.31213 3.62914
Cl 2.58807 3.10942 2.68822
C 2.13879 0.98489 1.04550
O 2.72238 0.56962 0.03991
O 0.86360 1.10711 1.27915
*
```

The calculation puts the LUMO energy (alpha / beta) at 4.7 / 4.7 eV. The energy above the lowest of the compared OMol25 structures with the same formula, charge and spin is 59.8 kcal/mol. The expectation value of S² is 2.028. The calculation puts the HOMO energy (alpha / beta) at 2.2 / 2.2 eV. As for the frontier orbital gap (alpha / beta): 2.5 / 2.6 eV. The calculation puts the maximum force at 5.0 eV Å⁻¹.

---

5.
A molecular structure, C10H10ClISn at a distorted geometry. Source: the Open Molecules 2025 dataset; level of theory: ωB97M-V with the def2-TZVPD basis set.

```
! RIJCOSX wB97M-V def2-TZVPD def2/J DEFGRID3
* xyz -2 1
C -2.30989 -1.00574 0.47281
C -1.70286 -1.16356 -0.81763
C -1.55688 0.11853 -1.36972
H -1.56916 -2.12825 -1.33205
C -1.95280 1.09808 -0.46747
C -2.44136 0.43741 0.68210
H -2.97228 0.87874 1.51417
H -2.75170 -1.78230 1.09634
H -1.22159 0.30720 -2.37807
H -1.99742 2.18467 -0.64936
Sn -0.67954 -0.52996 2.13517
Cl 0.22067 -2.81330 2.46276
C 2.49794 0.10850 0.61816
C 2.19700 1.33912 0.01932
C 1.84209 1.10191 -1.31337
H 2.15949 2.26202 0.55434
C 1.93187 -0.32822 -1.54045
C 2.30626 -0.91556 -0.31890
H 2.39221 -1.96508 -0.09055
H 2.70828 -0.05176 1.68085
H 1.49278 1.81447 -2.03682
H 1.63780 -0.85936 -2.44415
I -0.23090 1.89243 3.52254
*
```

The calculation puts the LUMO energy at 4.8 eV. The calculation puts the HOMO energy at 0.0 eV. As for the frontier orbital gap: 4.8 eV. The calculation puts the maximum force at 2.2 eV Å⁻¹.

---

6.
2 unconnected molecules or ions with the total composition C10H10ClN3O at a distorted geometry. Source: the Open Molecules 2025 dataset; level of theory: ωB97M-V with the def2-TZVPD basis set.

```
! RIJCOSX wB97M-V def2-TZVPD def2/J DEFGRID3
* xyz 0 3
C 2.99149 -0.21316 1.50237
C 2.39871 -1.46971 1.79404
C -2.65961 0.02030 0.02592
C -0.57311 1.00181 0.29867
C 2.61283 0.06630 0.22039
C -1.76378 1.09201 -0.30760
C 1.65628 -1.83992 0.65042
C -1.18342 -0.79335 1.53254
C -2.18827 1.80196 -1.55397
C 0.88719 -2.88205 0.35182
N -2.39494 -0.89883 0.93077
N -0.33114 0.11858 1.22643
N -0.99183 -1.62747 2.55256
O 1.83394 -0.82582 -0.29441
Cl 0.35570 -1.17044 3.40483
H 3.55829 0.35443 2.30692
H 2.56457 -2.16701 2.60010
H -3.65960 -0.04668 -0.46702
H 0.31062 1.62239 0.01636
H 2.70673 1.07360 -0.23418
H -3.25829 2.12342 -1.38186
H -1.54462 2.65899 -1.86960
H -2.16136 1.06845 -2.36738
H 0.27095 -2.74361 -0.58905
H 0.59775 -3.61308 1.04664
*
```

The calculation puts the LUMO energy (alpha / beta) at 0.6 / -2.1 eV. The energy above the lowest of the compared OMol25 structures with the same formula, charge and spin is 0.0 kcal/mol. The expectation value of S² is 2.067. The calculation puts the HOMO energy (alpha / beta) at -6.6 / -9.5 eV. As for the frontier orbital gap (alpha / beta): 7.2 / 7.4 eV. The calculation puts the maximum force at 4.2 eV Å⁻¹.

---

7.
C10H10ClNO2S in the gas phase at a distorted geometry. Source: the Open Molecules 2025 dataset; level of theory: ωB97M-V with the def2-TZVPD basis set.

```
! RIJCOSX wB97M-V def2-TZVPD def2/J DEFGRID3
* xyz 0 1
C -2.35933 -2.50581 -0.11675
S -2.84351 -0.82388 0.36150
O -3.95004 -0.47635 -0.49470
O -3.09655 -0.57225 1.72455
C -1.43524 0.36361 -0.02864
Cl -2.18849 2.04860 -0.18673
C -0.92221 -0.01194 -1.42677
C 0.40692 0.01081 -1.73227
C 1.33187 0.37367 -0.70433
C 2.69769 0.62831 -0.91824
C 3.55475 1.01598 0.07384
C 3.02944 1.09018 1.38139
C 1.65919 0.97970 1.56688
C 0.82293 0.52623 0.56069
N -0.47625 0.31069 0.96139
H -1.55593 -2.49566 -0.74938
H -2.30166 -3.14557 0.74309
H -3.18899 -2.71268 -0.70017
H -1.73324 -0.29611 -2.02858
H 0.81116 -0.06427 -2.78301
H 3.03261 0.66329 -1.91360
H 4.47084 1.52621 -0.16615
H 3.70292 1.62084 2.07208
H 1.23486 1.20465 2.61619
H -0.70378 0.74176 1.88775
*
```

The calculation puts the LUMO energy at 0.1 eV. The energy above the lowest of the compared OMol25 structures with the same formula, charge and spin is 0.0 kcal/mol. The calculation puts the HOMO energy at -8.5 eV. As for the frontier orbital gap: 8.6 eV. The calculation puts the maximum force at 2.9 eV Å⁻¹. Its SMILES is CS(=O)(=O)[C@]1(Cl)C=Cc2ccccc2N1.

---

8.
A molecular structure, C10H10CuN2O4 at a distorted geometry. Source: the Open Molecules 2025 dataset; level of theory: ωB97M-V with the def2-TZVPD basis set.

```
! RIJCOSX wB97M-V def2-TZVPD def2/J DEFGRID3
* xyz 2 2
Cu -0.00021 -0.20251 -1.00781
O -0.00620 3.15985 -1.13679
C -0.00404 2.01563 -1.14987
C 0.00363 -2.16428 -1.42404
O 0.00593 -3.30577 -1.37424
C 2.12719 -0.03657 -1.44732
O 3.24101 -0.02397 -1.17705
C -2.13016 -0.04425 -1.44620
O -3.23907 -0.03644 -1.17735
C -0.00194 0.70985 -3.80189
H -0.93283 1.29268 -3.77588
H 0.92685 1.29604 -3.77609
C 0.00050 -0.61715 -3.83598
H 0.93609 -1.19966 -3.86989
H -0.93296 -1.20307 -3.86966
C -0.00148 1.09253 4.17173
N 0.00003 0.24919 2.99211
C 0.00342 -1.14311 2.98513
C 0.00381 -1.52560 1.65419
N 0.00058 -0.35915 0.90606
C -0.00175 0.69752 1.71459
H -0.90180 0.87056 4.76243
H 0.90085 0.87532 4.76111
H -0.00441 2.14179 3.84220
H 0.00537 -1.77462 3.85539
H 0.00611 -2.51938 1.21342
H -0.00452 1.75458 1.41171
*
```

The calculation puts the LUMO energy (alpha / beta) at -7.9 / -10.8 eV. The energy above the lowest of the compared OMol25 structures with the same formula, charge and spin is 0.0 kcal/mol. The expectation value of S² is 0.757. The calculation puts the HOMO energy (alpha / beta) at -16.7 / -16.7 eV. As for the frontier orbital gap (alpha / beta): 8.8 / 5.9 eV. The calculation puts the maximum force at 4.7 eV Å⁻¹.

---

9.
2 unconnected molecules or ions with the total composition C10H10FN3O7P2S at a distorted geometry. Source: the Open Molecules 2025 dataset; level of theory: ωB97M-V with the def2-TZVPD basis set.

```
! RIJCOSX wB97M-V def2-TZVPD def2/J DEFGRID3
* xyz 0 1
N 2.82108 -0.48925 -2.37443
C 1.72652 -0.28635 -2.10450
C 0.34334 0.05010 -1.81873
C -0.69149 -0.97794 -2.37847
C -0.10671 -2.30367 -2.44857
N 0.36799 -3.34011 -2.56996
P -2.20287 -1.05253 -1.26908
P -3.78295 -0.59979 -2.68286
O -3.36980 -1.13532 -3.97229
O -5.09064 -1.32185 -2.11891
O -4.12034 0.96251 -2.65875
S 0.03245 1.71024 -2.46791
O -0.57776 1.62300 -3.73860
O 1.17784 2.50677 -2.25489
F -1.05896 2.13687 -1.45142
H 0.24607 0.10393 -0.73283
H -1.00534 -0.67192 -3.37730
H -2.05392 0.09748 -0.47474
H -5.42555 -0.91605 -1.30513
H -5.05454 1.14425 -2.48456
O -0.03505 -1.83175 2.01037
N 0.72235 -1.75790 2.96117
O 0.86129 -2.62337 3.79782
C 1.53370 -0.53476 3.10353
C 1.36786 0.49299 2.19482
C 2.12814 1.64155 2.33464
C 3.03980 1.74582 3.37700
C 3.19312 0.70155 4.27869
C 2.43556 -0.45148 4.14666
H 0.65091 0.39847 1.39430
H 2.00939 2.45449 1.63131
H 3.63180 2.64449 3.48644
H 3.90516 0.78335 5.08807
H 2.54599 -1.27166 4.83965
*
```

The calculation puts the LUMO energy at -0.8 eV. The calculation puts the HOMO energy at -10.3 eV. As for the frontier orbital gap: 9.5 eV. The calculation puts the maximum force at 1.2 eV Å⁻¹. Its SMILES is N#C[C@H]([C@@H](C#N)PP(=O)(O)O)S(=O)(=O)F.O=[N+]([O-])c1ccccc1.